[1]
Below is an isolated molecule of C9H19BN2O2S in a non-equilibrium geometry, with properties calculated with ωB97M-V with the def2-TZVPD basis set.

XYZ file:
```
34
C9H19BN2O2S ωB97M-V with the def2-TZVPD basis set
C -3.677 -1.135 -1.571
C -2.828 -1.335 -0.325
C -1.754 -0.237 -0.226
C -0.642 -0.419 -1.315
N -0.042 -1.715 -1.206
C 0.329 0.699 -1.296
S 0.497 1.591 -2.656
N 1.112 0.906 -0.232
C 2.265 1.858 -0.218
C 3.397 1.136 0.499
C 2.727 0.078 1.413
C 1.278 -0.050 0.905
B 0.314 0.359 2.055
O 0.146 1.718 2.346
O -0.386 -0.577 2.804
H -3.221 -1.610 -2.485
H -4.682 -1.543 -1.434
H -3.796 -0.072 -1.830
H -2.440 -2.359 -0.263
H -3.433 -1.245 0.612
H -2.237 0.756 -0.389
H -1.277 -0.296 0.757
H -1.197 -0.368 -2.271
H 0.781 -1.775 -1.810
H -0.676 -2.452 -1.498
H 2.570 2.092 -1.261
H 1.978 2.750 0.322
H 4.076 1.784 1.072
H 4.011 0.681 -0.289
H 3.255 -0.892 1.454
H 2.696 0.480 2.438
H 1.063 -1.052 0.575
H 0.594 2.354 1.788
H -0.802 -0.113 3.534
```

Computed properties:
energy relative to the best compared isomer or geometry (same formula, charge and spin) = 0.090 eV
F_max = 2.76 eV/A
spin multiplicity = 1
HOMO level = -7.932 eV
structure (SMILES) = CCC[C@H](N)C(=S)N1CCC[C@H]1B(O)O
orbital gap = 8.4 eV

These are the Löwdin partial charges, in e, on atoms 1 to 4: C -0.120; C -0.257; C -0.141; C -0.447


[2]
Below is a cluster of 2 separate species, C9H19ClNP in total in a non-equilibrium geometry, with properties calculated with ωB97M-V with the def2-TZVPD basis set.

XYZ file:
```
31
C9H19ClNP ωB97M-V with the def2-TZVPD basis set
C -2.636 2.757 -3.444
C -1.479 1.769 -3.411
C -1.302 1.117 -2.043
C -0.222 0.037 -2.079
C 0.103 -0.551 -0.706
C 0.928 0.398 0.162
C 1.500 -0.274 1.418
C 0.468 -0.471 2.473
P 0.583 0.326 3.941
Cl -1.055 -0.323 4.917
H -2.672 3.269 -4.406
H -2.520 3.508 -2.664
H -3.586 2.247 -3.292
H -0.554 2.287 -3.674
H -1.643 0.991 -4.162
H -2.245 0.673 -1.719
H -1.032 1.886 -1.315
H 0.688 0.455 -2.515
H -0.558 -0.768 -2.738
H -0.828 -0.812 -0.199
H 0.674 -1.473 -0.849
H 0.322 1.253 0.469
H 1.762 0.781 -0.432
H 2.306 0.344 1.818
H 1.928 -1.244 1.144
H -0.353 -1.141 2.252
C 2.138 -3.766 4.140
N 3.025 -2.887 4.144
H 2.402 -4.738 3.736
H 1.109 -3.667 4.505
H 2.748 -1.982 4.530
```

Computed properties:
energy relative to the best compared isomer or geometry (same formula, charge and spin) = 0.000 eV
F_max = 1.42 eV/A
spin multiplicity = 1
HOMO level = -9.205 eV
structure (SMILES) = CCCCCCC/C=P/Cl.C=N
orbital gap = 9.3 eV

These are the Löwdin partial charges, in e, on atoms 1 to 4: C -0.120; C -0.281; C -0.233; C -0.225


[3]
Below is a cluster of 2 separate species, C9H19ClOSi in total in a non-equilibrium geometry, with properties calculated with ωB97M-V with the def2-TZVPD basis set.

XYZ file:
```
31
C9H19ClOSi ωB97M-V with the def2-TZVPD basis set
C -0.240 -0.493 2.118
Si 0.549 -0.616 0.536
C 0.267 -2.146 -0.538
C 1.615 0.719 -0.395
C 1.503 2.043 0.432
C 3.154 0.181 -0.421
C 1.146 0.919 -1.830
H -1.192 -1.080 2.432
H 0.139 0.324 2.803
H -0.263 -1.780 -1.428
H 1.184 -2.686 -0.844
H -0.483 -2.725 -0.150
H 2.410 2.716 0.255
H 0.692 2.661 0.054
H 1.398 1.771 1.411
H 3.103 -0.766 -0.880
H 3.594 0.256 0.527
H 3.622 0.887 -1.119
H 0.119 0.996 -1.987
H 1.533 1.783 -2.281
H 1.524 0.187 -2.532
C -2.990 -1.491 -0.767
O -3.654 -0.258 -0.663
C -4.183 0.099 0.545
C -4.427 1.332 0.914
Cl -4.047 2.623 -0.174
H -3.572 -2.283 -1.123
H -2.369 -1.776 0.172
H -2.372 -1.192 -1.530
H -4.427 -0.675 1.260
H -5.021 1.523 1.748
```

Computed properties:
energy relative to the best compared isomer or geometry (same formula, charge and spin) = 1.489 eV
F_max = 4.15 eV/A
spin multiplicity = 1
HOMO level = -7.899 eV
structure (SMILES) = C=[Si](C)C(C)(C)C.CO/C=C\Cl
orbital gap = 8.6 eV

These are the Löwdin partial charges, in e, on atoms 1 to 4: C -0.227; Si 0.748; C -0.207; C -0.596


[4]
Below is a cluster of 2 separate species, C9H19N2O2S in total in a non-equilibrium geometry, with properties calculated with ωB97M-V with the def2-TZVPD basis set.

XYZ file:
```
33
C9H19N2O2S ωB97M-V with the def2-TZVPD basis set
C -3.592 -0.254 1.335
C 2.313 -0.300 -0.917
C 1.402 -0.818 1.462
C 0.382 2.291 0.337
C 1.483 -1.417 -1.384
C 0.677 -2.007 0.801
C 1.900 2.495 0.428
C 1.642 0.254 0.425
C -3.664 0.745 -1.404
N 0.290 0.815 0.052
N 1.368 -2.451 -0.393
O -2.383 -1.487 -0.569
O 2.358 1.364 1.014
S -2.606 -0.120 -0.051
H -3.616 -1.297 1.789
H -3.846 0.607 1.984
H 3.274 -0.660 -0.586
H 2.373 0.541 -1.694
H 0.891 -0.505 2.381
H 2.315 -1.178 1.775
H -0.219 2.307 1.262
H -0.117 2.950 -0.376
H 0.421 -1.064 -1.602
H 2.135 -1.838 -2.269
H 0.609 -2.923 1.545
H -0.392 -1.657 0.550
H 2.346 2.490 -0.645
H 2.247 3.546 0.939
H -4.151 -0.127 -1.788
H -4.173 1.443 -0.851
H -2.835 1.065 -1.928
H 0.027 0.628 -0.945
H 1.137 -3.437 -0.677
```

Computed properties:
energy relative to the best compared isomer or geometry (same formula, charge and spin) = 4.473 eV
F_max = 4.02 eV/A
spin multiplicity = 1
total charge = +1
HOMO level (spin up / spin down) = -11.704 / -11.496 eV
orbital gap (spin up / spin down) = 5.9 / 4.1 eV

These are the Löwdin partial charges, in e, on atoms 1 to 4: C -0.085; C -0.090; C -0.090; C -0.132


[5]
Below is an isolated molecule of C9H19N5O3 in a non-equilibrium geometry, with properties calculated with ωB97M-V with the def2-TZVPD basis set.

XYZ file:
```
36
C9H19N5O3 ωB97M-V with the def2-TZVPD basis set
H -3.071 0.637 0.654
N -2.543 -0.147 0.295
C -1.642 -0.610 1.076
N -1.321 -0.073 2.220
N -1.192 -1.894 0.765
C 0.024 -2.458 1.398
C 1.404 -2.014 0.962
C 1.572 -2.153 -0.695
C 0.950 -1.095 -1.504
N 1.601 -1.203 -2.855
C 1.109 0.282 -0.883
O 2.154 0.766 -0.442
N -0.105 0.875 -0.770
C -0.268 2.398 -0.493
C -1.379 3.176 -1.161
C -0.263 2.451 1.105
O -1.215 2.971 1.695
O 0.859 1.954 1.676
H -0.787 -0.519 2.891
H -1.875 0.773 2.505
H -1.309 -1.912 -0.249
H 0.016 -2.133 2.418
H -0.144 -3.605 1.376
H 2.149 -2.548 1.446
H 1.334 -0.957 1.159
H 2.613 -2.238 -0.813
H 1.223 -3.101 -0.990
H -0.084 -1.231 -1.771
H 1.319 -0.570 -3.555
H 2.564 -0.962 -2.706
H -0.864 0.378 -1.165
H 0.662 2.847 -0.897
H -2.317 3.117 -0.652
H -1.617 2.902 -2.151
H -1.116 4.253 -0.982
H 1.561 1.644 1.094
```

Computed properties:
energy relative to the best compared isomer or geometry (same formula, charge and spin) = 1.980 eV
F_max = 5.54 eV/A
spin multiplicity = 1
HOMO level = -8.662 eV
structure (SMILES) = [H]/N=C(\N)NCCC[C@H](N)C(=O)N[C@@H](C)C(=O)O
orbital gap = 9.4 eV

These are the Löwdin partial charges, in e, on atoms 1 to 4: H 0.040; N 0.089; C -0.644; N 0.181


[6]
Below is an isolated molecule of C9H19NO in a non-equilibrium geometry, with properties calculated with ωB97M-V with the def2-TZVPD basis set.

XYZ file:
```
30
C9H19NO ωB97M-V with the def2-TZVPD basis set
N -3.249 1.194 0.075
C -2.708 0.129 -0.877
C -1.799 -0.895 -0.302
O -2.135 -1.400 0.951
C -0.299 -0.501 -0.007
C 0.111 0.614 0.988
C 1.037 1.786 0.211
C 2.279 1.211 -0.299
C 2.714 -0.263 0.140
C 1.899 -1.520 -0.318
C 0.428 -1.813 0.165
H -2.823 2.095 0.108
H -4.351 1.220 0.143
H -2.146 0.677 -1.671
H -3.470 -0.520 -1.267
H -1.634 -1.718 -0.939
H -2.585 -0.621 1.550
H 0.188 -0.194 -1.112
H 0.440 0.399 2.016
H -0.777 1.342 1.132
H 0.413 2.568 -0.270
H 1.674 2.513 0.948
H 3.128 1.833 0.106
H 2.458 1.267 -1.519
H 3.606 -0.340 -0.424
H 2.756 -0.323 1.226
H 1.752 -1.746 -1.524
H 2.660 -2.274 0.051
H 0.544 -2.235 1.121
H -0.107 -2.484 -0.404
```

Computed properties:
energy relative to the best compared isomer or geometry (same formula, charge and spin) = 5.407 eV
F_max = 5.49 eV/A
spin multiplicity = 1
HOMO level = -8.900 eV
structure (SMILES) = NC[C@H](O)C1CCCCCC1
orbital gap = 9.7 eV

These are the Löwdin partial charges, in e, on atoms 1 to 4: N -0.013; C -0.186; C -0.419; O -0.072